Entry 1:
Molecular formula: C50H60N3P2PdS2Si2
Method: DFT, ωB97M-V/def2-TZVPD

Properties
F_max = 0.840 eV Å⁻¹
2S+1 = 1
Lowest unoccupied orbital energy = -3.01 eV
Frontier orbital gap = 7.249 eV
HOMO = -10.2626 eV
Net charge = +1

Each line ends with the Löwdin charge.
Geometry (Å):
Pd: 0.387 0.730 -0.436  0.91
C: 3.088 -1.437 2.641  -0.17
Si: 1.845 -0.048 2.837  0.34
C: 1.076 -0.202 4.542  -0.16
C: 2.757 1.581 2.786  -0.15
N: 0.621 -0.142 1.607  -0.28
P: -0.934 -0.501 1.724  0.71
C: -1.426 -0.112 0.099  -0.46
P: -2.338 1.062 -0.776  0.72
N: -1.103 1.741 -1.572  -0.31
Si: -0.867 2.291 -3.208  0.33
C: -1.595 1.102 -4.452  -0.16
C: -1.670 3.968 -3.410  -0.17
C: 0.968 2.481 -3.482  -0.16
C: -3.342 2.244 0.151  -0.31
C: -4.258 1.727 1.069  -0.08
C: -5.076 2.579 1.792  -0.06
C: -4.996 3.953 1.590  -0.06
C: -4.103 4.470 0.662  -0.06
C: -3.274 3.617 -0.060  -0.09
C: -3.592 0.253 -1.789  -0.29
C: -4.619 1.008 -2.360  -0.08
C: -5.552 0.404 -3.188  -0.07
C: -5.479 -0.963 -3.432  -0.06
C: -4.473 -1.723 -2.852  -0.06
C: -3.526 -1.117 -2.038  -0.09
C: -1.306 -2.252 1.931  -0.31
C: -2.510 -2.753 1.433  -0.11
C: -2.794 -4.106 1.533  -0.07
C: -1.873 -4.967 2.122  -0.07
C: -0.669 -4.474 2.606  -0.06
C: -0.385 -3.116 2.511  -0.07
C: -1.809 0.335 3.065  -0.29
C: -1.407 1.628 3.402  -0.11
C: -2.088 2.345 4.371  -0.06
C: -3.174 1.769 5.023  -0.07
C: -3.565 0.475 4.710  -0.07
C: -2.884 -0.246 3.737  -0.07
H: 4.110 -1.082 2.812  0.04
H: 3.057 -1.873 1.642  0.00
H: 2.895 -2.238 3.362  0.03
H: 1.889 -0.414 5.248  0.04
H: 0.346 -1.012 4.638  0.03
H: 0.591 0.720 4.866  0.03
H: 3.329 1.659 3.719  0.05
H: 2.091 2.447 2.729  0.03
H: 3.478 1.644 1.966  0.02
H: -2.684 1.186 -4.495  0.03
H: -1.351 0.059 -4.231  0.00
H: -1.209 1.340 -5.450  0.04
H: -2.758 3.920 -3.289  0.03
H: -1.466 4.398 -4.397  0.04
H: -1.271 4.657 -2.657  0.03
H: 1.552 1.603 -3.206  0.00
H: 1.352 3.335 -2.915  0.03
H: 1.143 2.682 -4.545  0.04
H: -4.335 0.655 1.217  0.11
H: -5.779 2.173 2.508  0.11
H: -5.638 4.620 2.151  0.11
H: -4.053 5.538 0.490  0.11
H: -2.578 4.017 -0.783  0.09
H: -4.693 2.072 -2.157  0.11
H: -6.341 0.995 -3.635  0.11
H: -6.215 -1.436 -4.072  0.11
H: -4.422 -2.789 -3.036  0.11
H: -2.728 -1.697 -1.592  0.06
H: -3.217 -2.086 0.947  0.10
H: -3.729 -4.492 1.147  0.11
H: -2.093 -6.024 2.197  0.11
H: 0.053 -5.145 3.055  0.11
H: 0.566 -2.737 2.869  0.08
H: -0.533 2.055 2.928  0.08
H: -1.764 3.346 4.630  0.11
H: -3.703 2.325 5.786  0.11
H: -4.396 0.017 5.233  0.11
H: -3.187 -1.261 3.514  0.10
C: 3.824 -4.156 -2.544  -0.03
C: 4.547 -3.726 -1.260  -0.54
C: 3.755 -4.220 -0.041  -0.04
C: 5.920 -4.401 -1.232  -0.06
C: 4.649 -2.196 -1.233  -0.14
C: 5.887 -1.541 -1.343  -0.01
C: 6.002 -0.167 -1.262  -0.06
C: 4.847 0.577 -1.069  -0.44
S: 4.678 2.285 -0.787  1.16
C: 2.982 2.068 -0.603  -0.57
N: 2.553 0.858 -0.788  0.02
C: 3.593 -0.039 -1.009  -0.27
C: 3.500 -1.427 -1.088  0.00
C: 2.041 3.057 -0.097  -0.27
C: 2.410 4.360 0.222  -0.03
C: 1.504 5.200 0.850  -0.05
C: 0.235 4.717 1.157  -0.05
C: -0.129 3.419 0.825  -0.11
C: 0.763 2.585 0.203  -0.16
H: 3.742 -5.246 -2.585  0.09
H: 4.366 -3.819 -3.431  0.10
H: 2.817 -3.740 -2.586  0.05
H: 3.700 -5.311 -0.056  0.09
H: 2.730 -3.839 -0.030  0.06
H: 4.240 -3.914 0.890  0.09
H: 5.790 -5.484 -1.199  0.09
H: 6.494 -4.107 -0.349  0.09
H: 6.507 -4.170 -2.124  0.09
H: 6.792 -2.120 -1.460  0.11
H: 6.972 0.310 -1.314  0.12
H: 2.526 -1.887 -0.974  0.08
H: 3.411 4.705 -0.008  0.11
H: 1.783 6.214 1.105  0.11
H: -0.486 5.358 1.651  0.11
H: -1.127 3.084 1.054  0.07
C: 0.102 -2.876 -1.258  -0.34
S: 0.050 -1.289 -2.125  0.80
C: 1.184 -1.550 -3.508  -0.35
H: -0.916 -3.215 -1.077  0.03
H: 0.608 -2.779 -0.299  0.02
H: 0.617 -3.606 -1.879  0.04
H: 2.224 -1.628 -3.201  0.02
H: 1.065 -0.685 -4.161  0.03
H: 0.881 -2.441 -4.058  0.05

---

Entry 2:
Molecular formula: C23H40FI3NO23S5
Method: DFT, ωB97M-V/def2-TZVPD

Properties
F_max = 2.384 eV Å⁻¹
2S+1 = 1
Lowest unoccupied orbital energy = -2.54 eV
Frontier orbital gap = 9.299 eV
HOMO = -11.8368 eV
Net charge = +1

Each line ends with the Löwdin charge.
Geometry (Å):
C: -3.958 -0.770 4.383  0.04
C: -3.867 -0.956 2.921  -0.55
O: -4.570 -1.695 2.328  0.14
O: -2.926 -0.249 2.259  0.02
C: -3.378 -0.023 0.931  -0.20
C: -2.484 0.936 0.205  -0.13
C: -1.002 0.593 0.199  -0.39
O: -0.299 1.700 0.671  -0.01
C: 1.115 1.612 0.607  -0.24
C: 1.672 1.676 1.999  -0.37
C: 1.052 0.695 2.903  0.01
F: 1.401 2.919 2.452  0.06
C: 1.631 0.343 -0.028  -0.09
N: 0.951 0.092 -1.339  -0.09
C: 1.334 -1.170 -1.966  -0.88
I: 1.480 -2.910 -0.809  0.98
C: 1.582 -1.121 -3.246  -0.85
C: 1.470 0.130 -4.030  -0.13
I: 2.151 -2.764 -4.386  1.01
C: -0.569 0.341 -1.223  -0.52
I: -1.758 -1.187 -2.121  1.18
H: -3.749 0.229 4.691  0.06
H: -3.295 -1.426 4.904  0.10
H: -4.970 -1.002 4.620  0.09
H: -3.532 -0.925 0.377  0.08
H: -4.339 0.436 1.022  0.13
H: -2.576 1.878 0.696  0.13
H: -2.833 1.078 -0.795  0.08
H: -0.856 -0.293 0.797  0.15
H: 1.483 2.466 0.064  0.16
H: 2.737 1.521 1.963  0.14
H: -0.008 0.797 2.925  0.09
H: 1.290 -0.305 2.604  0.08
H: 1.452 0.859 3.865  0.09
H: 1.499 -0.484 0.627  0.06
H: 2.651 0.507 -0.259  0.11
H: 1.282 0.839 -1.934  0.13
H: 1.006 -0.091 -4.960  0.08
H: 2.456 0.488 -4.207  0.06
H: 0.867 0.876 -3.555  0.08
H: -0.767 1.229 -1.773  0.11
C: -1.184 -5.991 -4.444  -0.16
C: -1.472 -5.392 -5.803  -0.15
O: -0.248 -5.586 -6.530  -0.20
S: 0.451 -6.950 -6.068  0.59
O: 0.110 -7.978 -6.974  -0.20
O: 1.794 -6.659 -5.728  -0.23
O: -0.398 -7.157 -4.727  -0.19
H: -0.591 -5.313 -3.825  0.12
H: -2.085 -6.279 -3.912  0.14
H: -1.709 -4.334 -5.760  0.13
H: -2.272 -5.926 -6.318  0.14
C: -3.974 3.648 8.264  -0.15
C: -3.956 4.068 6.810  -0.15
O: -2.633 3.719 6.365  -0.19
S: -2.137 2.408 7.123  0.59
O: -2.360 1.271 6.304  -0.23
O: -0.856 2.660 7.670  -0.21
O: -3.233 2.415 8.280  -0.18
H: -3.462 4.370 8.899  0.14
H: -4.977 3.476 8.640  0.14
H: -4.119 5.132 6.675  0.14
H: -4.682 3.507 6.220  0.13
C: 5.725 0.768 4.523  -0.14
C: 6.768 -0.273 4.182  -0.14
O: 6.003 -1.367 3.639  -0.17
S: 4.737 -0.811 2.861  0.57
O: 5.020 -0.735 1.469  -0.24
O: 3.578 -1.468 3.333  -0.20
O: 4.776 0.675 3.441  -0.21
H: 5.209 0.537 5.455  0.14
H: 6.131 1.773 4.570  0.14
H: 7.327 -0.612 5.046  0.14
H: 7.457 0.081 3.414  0.14
C: 5.182 1.486 -0.917  -0.14
C: 6.167 2.554 -1.341  -0.13
O: 5.649 3.027 -2.598  -0.17
S: 4.063 2.986 -2.592  0.60
O: 3.539 4.255 -2.266  -0.19
O: 3.624 2.279 -3.740  -0.22
O: 3.896 2.025 -1.310  -0.23
H: 5.346 0.550 -1.452  0.14
H: 5.194 1.300 0.153  0.11
H: 7.169 2.166 -1.482  0.14
H: 6.190 3.388 -0.638  0.14
C: -5.641 0.319 -4.479  -0.15
C: -5.801 0.588 -5.960  -0.15
O: -4.512 0.261 -6.511  -0.18
S: -3.865 -0.943 -5.697  0.55
O: -4.105 -2.168 -6.361  -0.21
O: -2.550 -0.575 -5.313  -0.30
O: -4.829 -0.867 -4.423  -0.21
H: -5.108 1.130 -3.979  0.13
H: -6.586 0.139 -3.979  0.14
H: -6.039 1.623 -6.178  0.14
H: -6.549 -0.065 -6.411  0.14

---

Entry 3:
Molecular formula: C22H34BrFNO15PS
Method: DFT, ωB97M-V/def2-TZVPD

Properties
F_max = 4.398 eV Å⁻¹
2S+1 = 1
Lowest unoccupied orbital energy = 0.38 eV
Frontier orbital gap = 9.647 eV
SMILES = O=C(Br)CN(P(O)O)S(=O)(=O)F.O=C1CCCO1.O=C1CCCO1.O=C1CCCO1.O=C1CCCO1.O=C1CCCO1
HOMO = -9.2723 eV
Net charge = 0

Each line ends with the Löwdin charge.
Geometry (Å):
O: 5.364 1.002 -5.345  0.06
C: 4.276 0.623 -5.494  -0.81
Br: 3.524 -0.521 -4.114  0.85
C: 3.536 1.029 -6.808  -0.21
N: 2.482 2.085 -6.696  -0.34
P: 0.839 1.387 -6.579  0.85
O: -0.279 2.603 -6.511  -0.25
O: 0.619 0.579 -5.148  -0.32
S: 2.817 3.265 -5.520  0.58
O: 1.927 4.353 -5.770  -0.26
O: 4.163 3.739 -5.598  -0.23
F: 2.452 2.691 -4.056  -0.18
H: 4.312 1.444 -7.485  0.13
H: 3.089 0.159 -7.337  0.11
H: -0.882 2.345 -5.785  0.07
H: 0.788 -0.357 -5.354  0.03
O: -0.034 -0.792 -2.690  0.09
C: 0.432 -0.318 -1.691  -0.49
O: 1.247 -0.996 -0.845  0.02
C: 1.536 -0.180 0.304  -0.15
C: 1.291 1.246 -0.148  -0.14
C: 0.173 1.074 -1.165  -0.06
H: 0.869 -0.478 1.118  0.13
H: 2.566 -0.342 0.616  0.13
H: 1.043 1.920 0.671  0.12
H: 2.183 1.636 -0.646  0.12
H: -0.811 1.096 -0.695  0.11
H: 0.236 1.813 -1.961  0.13
O: 3.886 -3.497 -3.918  0.04
C: 4.938 -4.021 -3.693  -0.49
O: 5.086 -5.087 -2.866  0.03
C: 6.481 -5.402 -2.727  -0.16
C: 7.148 -4.808 -3.954  -0.16
C: 6.284 -3.587 -4.230  -0.08
H: 6.847 -4.958 -1.798  0.13
H: 6.606 -6.483 -2.674  0.12
H: 8.202 -4.578 -3.801  0.12
H: 7.075 -5.507 -4.791  0.12
H: 6.622 -2.712 -3.673  0.13
H: 6.226 -3.364 -5.293  0.13
O: -3.145 0.761 -0.328  0.10
C: -3.167 -0.439 -0.308  -0.47
O: -2.918 -1.170 0.805  0.03
C: -2.911 -2.570 0.473  -0.15
C: -3.716 -2.678 -0.808  -0.15
C: -3.419 -1.348 -1.487  -0.06
H: -1.875 -2.891 0.341  0.13
H: -3.355 -3.140 1.287  0.13
H: -3.454 -3.548 -1.409  0.12
H: -4.781 -2.740 -0.573  0.12
H: -2.514 -1.394 -2.099  0.12
H: -4.262 -0.997 -2.077  0.13
O: -1.400 2.559 5.460  0.11
C: -2.152 2.390 4.539  -0.48
O: -1.773 2.462 3.240  0.03
C: -2.930 2.322 2.391  -0.15
C: -3.963 1.611 3.242  -0.15
C: -3.635 2.119 4.638  -0.08
H: -3.259 3.318 2.083  0.13
H: -2.667 1.748 1.505  0.09
H: -4.988 1.809 2.930  0.12
H: -3.800 0.531 3.198  0.12
H: -4.152 3.054 4.864  0.13
H: -3.844 1.371 5.401  0.09
O: -4.914 0.316 6.827  0.10
C: -4.422 0.783 7.816  -0.48
O: -3.591 0.095 8.635  0.04
C: -3.263 0.898 9.780  -0.16
C: -3.507 2.330 9.343  -0.15
C: -4.655 2.175 8.358  -0.07
H: -3.909 0.600 10.610  0.13
H: -2.226 0.725 10.061  0.13
H: -3.725 3.002 10.173  0.12
H: -2.627 2.714 8.823  0.12
H: -5.627 2.204 8.853  0.13
H: -4.609 2.916 7.563  0.12

---

Entry 4:
Molecular formula: C4H6N2
Method: DFT, ωB97M-V/def2-TZVPD

Properties
F_max = 0.511 eV Å⁻¹
2S+1 = 1
Lowest unoccupied orbital energy = 0.92 eV
Frontier orbital gap = 9.711 eV
HOMO = -8.7959 eV
Net charge = 0

Each line ends with the Löwdin charge.
Geometry (Å):
C: 1.666 -0.858 -0.400  -0.03
C: 0.175 -0.161 -0.058  -0.43
C: -0.095 -1.440 -0.088  0.12
N: -2.162 0.770 0.532  0.09
C: -1.229 1.544 0.143  -0.32
N: 0.076 1.105 -0.114  0.07
H: 1.896 -1.921 -0.315  0.09
H: 2.265 -0.308 0.329  0.10
H: 1.857 -0.538 -1.421  0.09
H: -0.078 -2.103 0.771  0.08
H: -3.029 1.290 0.644  0.04
H: -1.341 2.620 -0.021  0.10